P:
Below is a 4-piece molecular cluster, C3H13NO3 overall, with properties calculated with wB97M-V/def2-TZVPD.

Multiplicity: 2
Gap between HOMO and LUMO (spin up / spin down): 9.754 / 6.338 eV
Total charge: +1
Molar mass: 111.1 g mol⁻¹

```
20
Properties=species:S:1:pos:R:3:lowdin_spin:R:1
C 2.01533 1.80898 0.06832 0.07
C 1.20145 1.36427 -1.07479 0.38
C 0.94849 0.05007 -1.46843 0.19
N 0.24057 -0.21833 -2.56959 0.27
H 2.20422 1.01489 0.79130 0.01
H 3.01122 2.15006 -0.24974 0.03
H 1.47477 2.66887 0.46413 0.01
H 0.52481 2.14444 -1.41722 0.01
H 1.59829 -0.70767 -1.03989 0.00
H -0.41084 -1.00920 -2.51608 0.01
H -0.42380 0.53049 -2.79393 0.00
H -0.38258 -2.19078 1.25220 0.00
H 0.17767 -2.07335 2.71172 0.00
O -0.25054 -2.65665 2.07590 0.00
H -3.39434 -0.92732 1.13434 0.00
H -2.61366 -1.79226 0.10774 0.00
O -2.94692 -0.90577 0.28013 0.00
H -1.61064 -0.08193 1.70469 0.00
H -0.69614 0.67476 0.85867 0.00
O -0.66737 0.15642 1.68055 0.01
```

Q:
Below is a 4-piece molecular cluster, C3H13NO3 overall, with properties calculated with wB97M-V/def2-TZVPD.

Multiplicity: 2
Gap between HOMO and LUMO (spin up / spin down): 7.848 / 4.331 eV
Total charge: +1
Molar mass: 111.1 g mol⁻¹

```
20
Properties=species:S:1:pos:R:3:lowdin_spin:R:1
C 2.05635 -1.29204 -1.64015 0.01
C 1.25953 -0.18779 -2.35338 0.10
C -0.81270 -0.31821 -3.50374 0.13
N -0.23339 -0.60587 -2.43596 0.64
H 2.00085 -1.31992 -0.55530 0.00
H 3.06484 -1.31620 -2.05289 0.00
H 1.56766 -2.22181 -1.96781 0.00
H 1.16639 0.82375 -1.93947 0.02
H 1.70790 -0.10548 -3.34135 0.00
H -0.54951 0.48368 -4.20647 0.05
H -1.68616 -0.86531 -3.91361 0.04
H -0.23774 0.43880 6.40103 0.00
H 0.72135 1.01198 5.39456 0.00
O -0.22953 0.90711 5.55479 0.00
H -0.91306 0.86115 -0.57596 0.00
H -1.20803 2.24462 0.03561 0.00
O -0.50025 1.59172 -0.13847 0.00
H -1.47399 0.13772 1.89402 0.00
H -0.87646 -0.28953 3.20897 0.00
O -1.32948 -0.64210 2.44335 0.00
```

Relative energies, unit hartree: P 0.0000; Q 0.0685

P:
Below is a 2-piece molecular cluster, C2H4P2 overall, with properties calculated with wB97M-V/def2-TZVPD.

Multiplicity: 1
Gap between HOMO and LUMO (spin up / spin down): 7.485 / 7.477 eV
Molar mass: 90.0 g mol⁻¹

```
8
Properties=species:S:1:pos:R:3:nbo_charge:R:1
C 2.24920 0.68360 -0.25440 -0.14
C 1.42318 -0.10466 0.09998 -0.45
P -1.50974 0.40113 0.02727 -0.01
P -0.00458 -1.11620 0.00142 0.40
H 3.08647 1.21088 -0.58446 0.23
H -2.53719 -0.54305 -0.18909 0.00
H -1.61223 1.01786 -1.35493 0.01
H -1.09511 -1.54954 2.25420 -0.04
```

Q:
Below is one molecule with the formula C2H4P2, with properties calculated with wB97M-V/def2-TZVPD.

Multiplicity: 1
Gap between HOMO and LUMO (spin up / spin down): 7.368 / 7.369 eV
Molar mass: 90.0 g mol⁻¹
SMILES: [H]/P=C/P=C

```
8
Properties=species:S:1:pos:R:3:nbo_charge:R:1
C -0.34519 0.77966 -0.61960 -0.95
C 0.83860 -1.30707 0.02887 -0.77
P 0.67200 -0.40908 -1.36666 0.70
P -0.83566 0.61339 1.03216 0.43
H -0.56194 1.62982 -1.25208 0.23
H 1.59210 -2.02235 0.03867 0.21
H 0.28586 -1.10119 0.95564 0.20
H -1.64577 1.81683 1.18300 -0.05
```

R:
Below is one molecule with the formula C2H4P2, with properties calculated with wB97M-V/def2-TZVPD.

Multiplicity: 1
Gap between HOMO and LUMO: 8.187 eV
Molar mass: 90.0 g mol⁻¹
SMILES: P[C@H]1C=P1

```
8
Properties=species:S:1:pos:R:3:nbo_charge:R:1
C 1.01043 0.64973 0.71856 -0.55
C 0.04805 0.57537 -0.37615 -0.68
P 1.72440 -0.10430 -0.59438 0.64
P -1.51446 -0.72968 -0.15608 0.20
H 0.87746 1.19470 1.69524 0.25
H -0.22158 1.40238 -0.92210 0.19
H -0.73290 -1.36035 0.83629 -0.03
H -1.19140 -1.62784 -1.20137 -0.03
```

Relative energies, unit hartree: P 0.0987; Q 0.0000; R 0.0028

P:
Below is a 4-piece molecular cluster, C4H12N2O2 overall, with properties calculated with wB97M-V/def2-TZVPD.

Multiplicity: 1
Gap between HOMO and LUMO: 9.925 eV
Molar mass: 120.2 g mol⁻¹
SMILES: CC(C)=N.C#N.O.O

```
20
Properties=species:S:1:pos:R:3:nbo_charge:R:1
C 1.32944 -0.68909 0.57998 -0.72
C 2.32374 1.22404 -0.73786 -0.68
C -1.82678 0.88077 2.75696 0.08
C 1.33917 0.80459 0.37971 0.37
N -2.91229 0.74200 2.47877 -0.37
N 0.66002 1.54505 1.09167 -0.70
O -1.38942 -1.00735 -0.57526 -0.96
O -3.58559 -1.68699 -1.76252 -0.94
H 2.24715 -1.13334 0.24771 0.21
H 0.45609 -1.07084 0.01569 0.30
H 1.15090 -1.12421 1.57418 0.22
H 3.27188 1.26231 -0.35250 0.22
H 2.12658 2.22423 -1.17326 0.22
H 2.33407 0.47784 -1.71846 0.22
H -0.76954 1.14349 2.84639 0.27
H -1.97153 -1.46230 -1.19850 0.49
H -3.82607 -0.72858 -1.89092 0.48
H 0.55271 2.51069 1.03570 0.36
H -4.22324 -1.92106 -1.06441 0.48
H -1.98390 -0.91561 0.11974 0.46
```

Q:
Below is a 2-piece molecular cluster, C4H12N2O2 overall, with properties calculated with wB97M-V/def2-TZVPD.

Multiplicity: 1
Gap between HOMO and LUMO: 9.855 eV
Molar mass: 120.2 g mol⁻¹
SMILES: C[C@@H](N)CNC=O.O

```
20
Properties=species:S:1:pos:R:3:nbo_charge:R:1
C 0.19005 1.21474 0.85233 -0.23
N 1.23140 1.29795 -0.16601 -0.62
C 1.90665 0.23569 -0.67414 0.53
O 1.58687 -0.91816 -0.48267 -0.62
C -1.20805 1.35848 0.30088 -0.06
C -1.69286 0.07974 -0.35669 -0.63
N -2.12208 1.79243 1.35872 -0.87
H 0.42210 2.04275 1.52972 0.20
H 0.32488 0.32477 1.46969 0.23
H 1.48060 2.20711 -0.51361 0.39
H 2.77145 0.54076 -1.28150 0.11
H -1.23818 2.13117 -0.45444 0.17
H -2.05758 -0.65998 0.35809 0.21
H -2.54244 0.21017 -1.03286 0.21
H -0.88174 -0.34799 -0.94125 0.23
H -1.74152 1.96898 2.27641 0.37
H -3.01777 1.32324 1.36967 0.37
H 2.00584 -4.31643 -1.65351 0.47
H 2.58688 -5.25011 -0.59317 0.47
O 1.99548 -5.23530 -1.36568 -0.94
```

R:
Below is one molecule with the formula C4H12N2O2, with properties calculated with wB97M-V/def2-TZVPD.

Multiplicity: 1
Gap between HOMO and LUMO: 10.371 eV
Molar mass: 120.2 g mol⁻¹
SMILES: CN[C@@](C)(O)N(C)O

```
20
Properties=species:S:1:pos:R:3:nbo_charge:R:1
C 0.67634 -1.26780 1.78603 -0.44
C 1.43737 0.53796 -0.37445 -0.66
N -0.24483 -0.90605 0.71926 -0.18
C 0.00499 0.41113 0.13054 0.51
O -1.56374 -0.90504 1.24255 -0.59
O -0.30254 1.42630 1.06849 -0.77
H -1.62380 -0.14180 1.84870 0.46
H 0.29958 -2.18188 2.24003 0.22
H 0.75847 -0.48552 2.55092 0.18
H 1.65578 -1.46462 1.35830 0.21
H 2.09949 0.68037 0.47528 0.23
H 1.72831 -0.34537 -0.93569 0.22
H 1.51223 1.41610 -1.01156 0.23
C -0.74533 0.12469 -2.23905 -0.42
N -0.98093 0.70703 -0.92137 -0.67
H -1.88170 0.37559 -0.58151 0.38
H -0.74131 2.06668 0.39367 0.50
H -1.62946 0.30058 -2.84899 0.21
H 0.11179 0.60667 -2.70644 0.19
H -0.57073 -0.95502 -2.19470 0.18
```

Relative energies, unit hartree: P 0.0717; Q 0.0000; R 0.0643

P:
Below is C4H12N2O2 as an isolated structure, with properties calculated with wB97M-V/def2-TZVPD.

Multiplicity: 1
Gap between HOMO and LUMO: 9.582 eV
Molar mass: 120.2 g mol⁻¹

```
20
Properties=species:S:1:pos:R:3:nbo_charge:R:1
O 0.70532 -0.09928 -1.89185 -0.68
C 0.82002 -0.94616 -1.02423 0.14
C 0.26355 -0.89741 0.30101 0.20
C 0.57413 -1.93366 1.32668 -0.65
N -0.45576 0.26059 0.71188 -0.69
C 0.31142 1.52318 0.67052 -0.04
N -0.50335 2.65084 0.20798 -0.82
H 1.07777 -1.99805 -1.25770 0.15
H 1.55367 -0.60597 -0.07486 0.27
H 1.38668 -2.57391 0.98708 0.22
H 0.82960 -1.43887 2.26128 0.23
H -0.31452 -2.52811 1.54741 0.24
H -1.24126 0.26492 0.05338 0.41
H 1.17652 1.50884 0.00391 0.17
H 0.74125 1.61377 1.66990 0.16
H -1.43004 2.30433 -0.01444 0.37
H -0.60616 3.30963 0.97056 0.36
H -0.86201 0.04551 -2.05029 0.49
H -2.15617 -0.63327 -2.42255 0.46
O -1.87067 0.17306 -1.97567 -0.99
```

Q:
Below is a 2-piece molecular cluster, C4H12N2O2 overall, with properties calculated with wB97M-V/def2-TZVPD.

Multiplicity: 1
Gap between HOMO and LUMO: 9.937 eV
Molar mass: 120.2 g mol⁻¹
SMILES: CNCCNC=O.O

```
20
Properties=species:S:1:pos:R:3:nbo_charge:R:1
C 1.48704 0.98467 1.89508 0.54
N 1.74522 0.23686 0.76750 -0.62
C 1.03255 -1.02457 0.63275 -0.25
C 0.16966 -1.17752 -0.59896 -0.22
N -0.91142 -0.19492 -0.56642 -0.66
C -2.16748 -0.63680 -1.15003 -0.41
O 0.47615 0.87617 2.53889 -0.61
H 2.30138 1.68042 2.13767 0.12
H 2.71894 0.23891 0.50842 0.39
H 1.73962 -1.85404 0.77102 0.20
H 0.44849 -1.19698 1.52680 0.22
H -0.18297 -2.21425 -0.49208 0.17
H 0.75150 -1.05653 -1.50443 0.19
H -1.04540 0.04807 0.40875 0.37
H -2.90514 -0.92236 -0.39908 0.19
H -2.62990 0.13085 -1.76760 0.19
H -1.98351 -1.49045 -1.79716 0.19
H -0.97999 2.96643 -0.76312 0.47
H 0.01632 1.82273 -1.09568 0.49
O -0.08107 2.78331 -1.05232 -0.96
```

R:
Below is a 3-piece molecular cluster, C4H12N2O2 overall, with properties calculated with wB97M-V/def2-TZVPD.

Multiplicity: 1
Gap between HOMO and LUMO (spin up / spin down): 7.981 / 7.982 eV
Molar mass: 120.2 g mol⁻¹

```
20
Properties=species:S:1:pos:R:3:nbo_charge:R:1
C 0.44619 0.42933 0.30050 0.39
C -0.97847 -0.97283 -0.59378 0.11
C 1.02502 -0.05210 -0.88667 -0.17
C -1.60792 -1.52346 0.65909 -0.67
N -0.17760 1.65658 0.19282 -0.86
N 0.78624 -0.04553 1.54928 -0.82
O -1.76479 -0.09661 -1.31158 -0.73
O 2.27386 1.54979 -0.94059 -1.10
H -1.72806 0.77278 -0.86628 0.49
H 2.93760 1.42211 -1.62784 0.44
H -0.63134 -1.75964 -1.26074 0.18
H 0.44228 2.23811 -0.39232 0.46
H -0.43613 2.09164 1.06833 0.38
H 0.85854 0.64037 2.28541 0.39
H 1.54833 -0.70642 1.58024 0.39
H 1.69128 -0.90072 -0.84433 0.22
H 0.64040 0.27984 -1.83256 0.25
H -1.83983 -0.73547 1.37773 0.21
H -2.53575 -2.04255 0.39795 0.22
H -0.94985 -2.24523 1.14534 0.22
```

S:
Below is C4H12N2O2 as an isolated structure, with properties calculated with wB97M-V/def2-TZVPD.

Multiplicity: 1
Gap between HOMO and LUMO (spin up / spin down): 6.182 / 6.178 eV
Molar mass: 120.2 g mol⁻¹

```
20
Properties=species:S:1:pos:R:3:nbo_charge:R:1
C 2.06020 0.00117 0.61344 0.15
C 1.68147 -0.68507 -0.63250 0.49
N 0.40934 -1.00805 -0.78682 -0.76
N 3.27966 0.48030 0.53488 -0.66
O 2.63726 -0.67245 -1.49913 -0.68
H -0.70712 -0.13103 -0.68074 0.26
H 0.30773 -1.66423 -1.55752 0.38
H 3.60211 1.00337 1.33683 0.41
H 3.55165 0.07152 -0.69181 0.49
H 1.40858 -0.01938 1.47740 0.23
H 0.55061 1.94659 -0.05607 -0.05
C -2.11881 0.10820 -0.45410 -0.13
C -2.28712 0.09500 1.04903 -0.66
O -2.54831 -1.08774 -1.03629 -0.74
H -2.03544 -1.79999 -0.63622 0.45
H -2.74840 0.87101 -0.91828 0.17
H -0.07881 2.24817 -0.39120 0.05
H -1.55963 -0.59681 1.48797 0.18
H -3.27888 -0.24500 1.36638 0.21
H -2.12610 1.08442 1.47476 0.20
```

Relative energies, unit hartree: P 0.1020; Q 0.0000; R 0.1205; S 0.1682

P:
Below is a 2-piece molecular cluster, C4H12N2O2 overall, with properties calculated with wB97M-V/def2-TZVPD.

Multiplicity: 1
Gap between HOMO and LUMO: 10.228 eV
Molar mass: 120.2 g mol⁻¹
SMILES: CC[C@@H](N)C(N)=O.O

```
20
Properties=species:S:1:pos:R:3:nbo_charge:R:1
N 1.44978 0.28404 -1.38242 -0.84
C -1.30881 1.43826 -1.11337 -0.64
C -0.66514 0.48770 -0.08850 -0.41
C 0.36817 -0.39440 -0.74601 -0.16
C 0.84216 -1.17013 0.48450 0.67
N 2.11466 -1.61412 0.44035 -0.81
O 0.15688 -1.46851 1.45630 -0.66
H 1.58458 1.26116 -1.01262 0.37
H 1.19653 0.44478 -2.37527 0.37
H -2.29427 1.68682 -0.78744 0.22
H -1.43577 0.90236 -2.05586 0.21
H -0.73144 2.38027 -0.92601 0.22
H -0.13775 1.16240 0.69148 0.19
H -1.45875 -0.07879 0.52343 0.23
H -0.06123 -1.29318 -1.35620 0.22
H 2.78161 -1.47829 -0.29135 0.41
H 2.49873 -2.11123 1.24684 0.40
H -2.20118 -0.53008 2.07796 0.46
H -0.89032 0.04446 2.49330 0.48
O -1.80844 0.04649 2.72089 -0.94
```

Q:
Below is C4H12N2O2 as an isolated structure, with properties calculated with wB97M-V/def2-TZVPD.

Multiplicity: 1
Gap between HOMO and LUMO (spin up / spin down): 7.474 / 7.542 eV
Molar mass: 120.2 g mol⁻¹

```
20
Properties=species:S:1:pos:R:3:nbo_charge:R:1
C -0.67430 -2.16859 1.60736 -0.48
C 0.56946 0.58396 -2.23288 -0.40
N 0.31728 -1.12322 1.46426 -0.09
N -0.15873 0.08918 -1.08156 -0.69
O 1.40201 -1.70003 0.83162 -0.52
H 2.18186 -1.21798 1.13512 0.48
H -0.68453 -0.75769 -1.25475 0.37
H -1.00435 -2.56323 0.63798 0.20
H -1.52729 -1.74850 2.13438 0.22
H -0.24156 -3.00093 2.17171 0.22
H -0.06582 1.11896 -2.94266 0.17
H 1.38017 1.23304 -1.90014 0.19
H 1.03576 -0.25920 -2.74275 0.20
C 0.07005 2.12275 0.32536 -0.66
C -0.79978 0.92533 -0.08922 0.34
O -2.02574 1.15831 -0.33976 -0.50
H -0.56031 0.04379 0.95869 0.29
H 0.96583 1.77533 0.83728 0.21
H -0.50075 2.74364 1.01459 0.23
H 0.32075 2.74507 -0.53463 0.23
```

R:
Below is a 2-piece molecular cluster, C4H12N2O2 overall, with properties calculated with wB97M-V/def2-TZVPD.

Multiplicity: 1
Gap between HOMO and LUMO: 10.226 eV
Molar mass: 120.2 g mol⁻¹
SMILES: NC[C@@H](N)CC=O.O

```
20
Properties=species:S:1:pos:R:3:nbo_charge:R:1
N -0.74586 1.13495 0.50313 -0.84
C 0.35554 0.69621 -0.34721 -0.05
C 1.47972 0.30792 0.53178 -0.55
C 1.05599 0.70618 1.92993 0.49
O 0.40830 0.00827 2.66673 -0.57
C -0.10207 -0.41309 -1.38781 -0.22
N -1.26659 0.07412 -2.25052 -0.84
H -1.22127 1.82748 -0.04810 0.38
H -1.43683 0.40321 0.79870 0.37
H 0.60116 1.53508 -0.91755 0.19
H 2.23464 0.94898 0.12546 0.23
H 1.68672 -0.74644 0.41315 0.24
H 1.27145 1.76915 2.25562 0.12
H 0.77080 -0.66296 -2.05095 0.20
H -0.60322 -1.27599 -0.77551 0.17
H -0.97126 0.26377 -3.33252 0.35
H -1.89745 -0.60475 -2.42648 0.35
H -0.19571 -1.99564 2.11769 0.48
H -0.77755 -1.61394 0.76569 0.44
O -0.64652 -2.36252 1.42876 -0.93
```

Relative energies, unit hartree: P 0.0000; Q 0.1959; R 0.0642

P:
Below is a 2-piece molecular cluster, C4H12N2O2 overall, with properties calculated with wB97M-V/def2-TZVPD.

Multiplicity: 1
Gap between HOMO and LUMO: 10.464 eV
Molar mass: 120.2 g mol⁻¹
SMILES: C[C@@H](N)CNC=O.O

```
20
Properties=species:S:1:pos:R:3:nbo_charge:R:1
C 0.63692 -0.78308 0.30230 -0.24
N 1.44925 0.19460 1.00530 -0.61
C 1.75432 1.40530 0.50480 0.53
O 1.11865 1.88250 -0.42578 -0.66
C -0.82451 -0.77297 0.77934 -0.06
C -1.78056 -0.50617 -0.39662 -0.62
N -1.14252 -2.07628 1.43134 -0.83
H 0.99688 -1.77861 0.56590 0.21
H 0.75110 -0.67569 -0.76954 0.22
H 1.64318 -0.08146 1.95410 0.40
H 2.60806 1.94369 0.92613 0.13
H -1.02356 -0.02948 1.54322 0.19
H -1.51896 0.45322 -0.84743 0.23
H -1.58590 -1.25869 -1.16421 0.20
H -2.82021 -0.53169 -0.07859 0.21
H -2.06936 -1.94279 1.82616 0.35
H -1.29063 -2.75197 0.68389 0.34
H 1.57707 1.89822 -2.54890 0.47
H 0.58419 2.95787 -2.27572 0.48
O 0.93658 2.45349 -3.01570 -0.95
```

Q:
Below is C4H12N2O2 as an isolated structure, with properties calculated with wB97M-V/def2-TZVPD.

Multiplicity: 1
Gap between HOMO and LUMO: 6.990 eV
Molar mass: 120.2 g mol⁻¹

```
20
Properties=species:S:1:pos:R:3:nbo_charge:R:1
C -0.02106 -0.30599 0.43981 0.47
C 1.04346 0.83617 -1.68486 -0.24
C -0.64469 0.24726 -0.69696 -0.45
C -1.93842 -1.00917 1.04644 -0.16
N 0.60080 0.53169 1.37037 -0.87
N 1.86424 1.84203 -1.08924 -0.83
O 0.61921 -1.51350 0.28157 -0.73
O -2.18665 -2.19911 0.32012 -0.73
H 1.57512 -1.37416 0.32521 0.48
H -1.34132 -2.66953 0.26661 0.48
H -0.01276 1.06706 1.97200 0.39
H 1.26956 0.08907 1.98831 0.37
H 1.33989 2.66796 -0.82211 0.36
H 2.42255 1.50567 -0.31356 0.36
H 1.60310 -0.07523 -1.89437 0.18
H 0.57972 1.20072 -2.60048 0.18
H -1.17199 1.18329 -0.55792 0.21
H -1.06311 -0.45038 -1.41191 0.24
H -2.80056 -0.34879 0.95770 0.16
H -1.73709 -1.22507 2.10326 0.13
```

Relative energies, unit hartree: P 0.0000; Q 0.1481